Entry 1:
{"formula": "C25H49Cl2F2IN5O10PS2", "method": "the ωB97M-V functional and the def2-TZVPD basis", "elements": ["N", "H", "H", "C", "C", "H", "H", "C", "H", "H", "C", "C", "H", "H", "F", "C", "C", "C", "C", "H", "C", "O", "H", "H", "C", "H", "C", "O", "C", "C", "C", "Cl", "O", "H", "H", "H", "C", "H", "H", "H", "H", "H", "H", "C", "H", "N", "S", "H", "H", "N", "H", "H", "Cl", "C", "H", "H", "C", "N", "H", "C", "C", "H", "C", "H", "C", "H", "O", "H", "H", "I", "F", "H", "P", "H", "O", "H", "O", "H", "C", "H", "O", "O", "H", "N", "S", "H", "O", "H", "O", "H", "H", "H", "H", "C", "H", "H", "H"], "positions_angstrom": [[-2.854749, -0.021273, -3.731995], [-4.397798, 1.089459, -2.580502], [4.388229, -2.222110, -1.100159], [0.155378, -0.336463, 3.059637], [-7.188817, -3.169841, -0.903996], [-1.335326, 3.190201, 1.994044], [0.202176, -5.179193, 0.168347], [-1.556183, -2.880853, 0.032517], [4.422107, -0.220753, -5.723212], [-4.345003, -2.998623, 0.059221], [-0.389760, 3.304131, 1.329910], [-1.714112, -4.162831, 1.095417], [-8.288638, -3.441562, -0.611745], [-4.965659, -0.601774, -3.360383], [4.823861, 3.877844, 3.172905], [5.390695, -1.637508, -1.354989], [-4.304456, 0.351832, -3.511790], [-2.358238, 0.647776, 2.429125], [-0.970623, 1.177767, 0.261088], [1.369435, 3.650711, -0.579761], [-0.371379, -5.098413, 1.189588], [5.332328, -0.226235, -0.941914], [0.957838, -0.225846, 3.935714], [-7.096973, -0.265607, 1.350489], [-1.059174, 0.709420, 3.416806], [-4.546676, 0.237209, -0.447773], [1.004026, 2.521618, -0.704964], [-2.084956, -3.611895, 2.425721], [-4.879332, -2.014747, -0.355284], [4.003525, -0.098616, -4.612046], [-2.365869, -0.988414, -2.650711], [-3.687643, 1.925407, 2.873358], [1.848076, 2.557703, 2.567859], [-4.976625, -2.035692, -1.536583], [2.122757, 0.036189, -2.263368], [-0.714717, -6.206618, 1.469284], [0.998038, 3.532765, 2.236523], [0.738333, -0.091783, 2.066574], [-0.238052, -1.439056, 3.126330], [6.507688, -3.468782, -0.321162], [-6.547556, -4.175782, -0.894511], [4.271151, -2.432170, -4.402087], [-7.079760, -2.744170, -2.005127], [-2.537254, -0.634553, 0.178707], [-6.463019, -2.734949, 1.213194], [-0.630007, 0.259461, -0.934109], [7.259436, 6.864064, 3.645929], [-3.038883, -1.937481, -2.529459], [0.546409, 2.462310, -1.790071], [-2.135841, 0.635855, 0.966787], [-2.914280, -0.371377, 2.719058], [7.612078, -2.162956, -1.186161], [-1.705209, 0.120574, 5.099064], [2.308548, 1.560472, -0.457961], [-8.405268, -0.945780, 0.174754], [-2.345665, -3.074939, -0.805000], [-4.171803, -0.662525, 0.241964], [-0.150805, 2.259877, 0.283731], [6.823808, -1.694537, 0.476222], [-6.453785, -2.145173, 0.194587], [2.743679, 0.981764, -1.962457], [2.524929, -1.899182, -4.875193], [6.649827, -2.320623, -0.496971], [-1.312551, -1.386191, -3.047538], [-2.077363, -0.126851, -1.306675], [0.309127, -4.749857, 2.093688], [8.324723, 6.468275, 4.559059], [-2.556067, 0.960500, -1.418142], [3.216432, 2.123905, 0.069237], [1.529744, 5.548173, 3.036172], [6.257407, 7.653583, 4.603401], [2.002472, 0.584265, 0.156880], [4.642703, 0.796785, -2.173461], [-0.673493, 1.813965, 3.654816], [5.140507, 0.377302, -3.803847], [3.130587, 0.707313, -4.712120], [-1.731703, -1.671300, 0.827042], [-4.640976, -0.467881, 1.296402], [3.450925, -1.598055, -4.187166], [0.017506, -0.531087, -0.731404], [7.638626, 7.917943, 2.705395], [5.250505, 2.267366, -1.911945], [-1.482598, -4.017011, 3.137083], [6.368572, 5.736526, 3.008400], [5.698673, 4.839428, 4.110114], [-2.237648, 0.829413, -3.595343], [6.536249, 3.853528, 4.782602], [-0.521529, 4.340390, 0.749855], [4.645045, 5.442432, 4.919425], [-6.926738, 0.047289, -0.589662], [5.651461, -1.814234, -2.482440], [-4.635758, 0.990844, -4.452458], [3.171890, -1.705254, -3.055152], [-7.238890, -0.703803, 0.252118], [2.417000, 1.842143, -2.721647], [-2.651020, -4.816002, 0.747851], [-0.448279, -2.927563, -0.343543]], "atomic_forces_ev_per_a": [[-0.1124, -0.5167, 1.7732], [-0.2075, -1.6218, -1.6767], [1.9042, 1.4177, -0.4622], [0.4844, 0.2163, 0.9998], [1.2515, -0.3462, 0.3172], [1.7327, -0.2557, -1.1816], [-1.0192, 0.3731, 2.0966], [0.4669, -1.9081, 1.0011], [-0.7649, 0.3707, 2.5389], [-0.9975, 2.1818, -1.1232], [1.1062, 2.6835, -0.0627], [-0.3145, -0.3323, 0.1859], [2.0935, 0.7096, -0.6838], [1.3068, 1.9156, -0.4156], [0.2072, 0.4355, -0.6882], [1.0196, -2.4227, 0.8802], [0.0258, 1.4314, -0.0683], [-0.6341, -1.6090, 1.2727], [1.8325, -2.3368, -1.8074], [-1.1160, -2.4627, 0.0993], [-0.8176, -0.8792, 0.4890], [-1.8524, -0.1422, -3.9579], [-1.8261, -0.0606, -1.9546], [-0.1684, -0.5421, -2.5716], [0.5122, 0.2814, 0.4704], [1.0047, -1.8353, 1.6207], [0.7643, 0.7740, -0.6718], [1.8088, -1.6176, -0.2583], [-0.9241, -0.5589, 0.9249], [-0.5310, -1.0471, -1.9943], [1.8542, 0.2385, -0.5775], [1.5118, -0.8384, -0.4092], [-5.9745, 5.7294, -2.6734], [0.5744, 0.1149, 2.5153], [1.1528, 1.7451, 0.7273], [0.7423, 2.4238, -0.6318], [4.0889, -4.6732, 2.1642], [-1.4231, -0.4746, 1.8690], [0.6128, 2.2471, -0.4957], [0.1467, 2.3230, -0.2078], [-1.4716, 2.0358, -0.0335], [-1.5947, 1.9792, 0.4542], [-0.5637, -0.7407, 2.3339], [-1.3688, 1.5118, 0.1247], [0.0022, 1.5597, -1.8327], [-2.0565, 1.6694, 0.6737], [3.2670, 3.3495, 0.4033], [1.0520, 2.1989, -0.1240], [0.9942, -0.2590, 2.3295], [3.1205, 0.8402, -1.0811], [1.4463, 2.2577, -0.9314], [-2.0314, -0.4268, 1.6767], [0.4552, 0.6317, -1.6183], [0.1671, -1.3270, -0.6196], [2.5624, 0.6774, 0.0061], [1.6304, 0.8344, 1.4711], [-0.8023, -0.3279, -0.7621], [-2.3278, -0.9673, 1.8471], [-0.4854, -1.4610, -1.7482], [-0.0673, -0.6553, -1.5569], [-1.1678, 0.5695, -0.5197], [1.8977, 0.8546, 1.5927], [0.3418, 0.9454, -1.1854], [-2.1807, 0.7461, 0.9734], [0.2281, 0.0501, 1.6638], [-1.1886, -0.4560, -2.1511], [-1.6904, -0.3046, -1.1849], [0.5544, -2.6012, 0.0404], [-2.1755, -1.2151, -1.2123], [-0.6744, -1.7563, -0.8635], [-0.2220, -0.2555, -0.0543], [0.6840, 2.4077, -1.0176], [3.9513, 6.1481, 1.3605], [-0.8744, -2.6007, -0.7814], [-3.0747, -0.6967, 2.5595], [1.8779, -1.7409, 0.5858], [-1.7028, 0.5247, -2.7700], [1.2812, -0.4279, -1.8354], [0.1761, -0.4822, -0.5895], [-0.9296, 0.7856, 0.3369], [-0.9729, -2.1279, 0.5021], [-2.6402, -5.7990, -0.8859], [-1.3094, 0.7715, -1.7669], [-0.0465, 0.2936, 0.3728], [-1.5336, -3.1319, 2.5782], [-1.1630, -1.1996, -0.5038], [-0.5489, 1.7445, -0.9466], [0.2568, -2.2396, 1.2905], [1.3448, -0.0086, -1.0520], [-0.5613, -1.4953, 1.6819], [-0.6942, 0.7541, 2.0800], [0.4410, -1.5669, 1.9783], [0.3923, 0.3472, -2.1992], [-0.7217, -1.0157, 1.2142], [1.1453, -1.9357, 1.3898], [2.1290, 1.3343, 0.6261], [-2.0788, 0.2686, 0.3084]], "mulliken_charge": [-0.544, 0.156, 0.157, -0.553, -1.092, 0.320, 0.324, -0.115, 0.319, -0.199, -0.370, 0.223, 0.366, 0.188, -0.207, 0.061, -0.478, -0.547, -0.652, 0.322, -1.088, -0.352, 0.481, 0.248, 0.123, 0.010, -1.094, -0.525, 0.186, -0.184, -0.322, -0.123, -0.378, -0.065, 0.117, 0.337, -0.124, -0.097, 0.154, 0.307, 0.280, 0.272, 0.243, -0.516, 0.258, 0.267, 1.077, 0.284, 0.461, 0.568, 0.453, 0.249, -0.144, 0.104, 0.357, 0.031, -0.182, 0.465, 0.294, 0.365, -0.665, 0.290, -0.998, 0.219, -0.734, 0.315, -0.559, 0.503, 0.598, 0.162, -0.255, -0.159, 0.891, 0.300, -0.395, 0.207, -0.203, 0.326, -0.599, 0.176, -0.641, -0.701, 0.304, -0.277, 1.094, 0.337, -0.614, 0.578, -0.599, 0.172, 0.185, 0.312, 0.021, -0.890, 0.362, 0.233, 0.226], "gap_ev": 6.16}



Entry 2:
{"formula": "C29H30N2O6", "method": "the ωB97M-V functional and the def2-TZVPD basis", "elements": ["O", "C", "H", "H", "H", "C", "C", "O", "H", "H", "C", "H", "H", "H", "N", "H", "H", "H", "C", "H", "C", "C", "H", "H", "H", "H", "C", "H", "C", "C", "H", "O", "H", "H", "C", "C", "C", "H", "C", "H", "H", "O", "H", "C", "H", "O", "H", "C", "C", "C", "C", "H", "C", "C", "C", "C", "H", "C", "H", "N", "O", "C", "H", "C", "C", "C", "C"], "positions_angstrom": [[-7.599510, 1.451066, -0.069260], [3.811614, 2.856374, 0.343034], [6.277603, -0.064246, 0.949375], [-0.010901, -1.527126, 1.774191], [-5.865205, 2.886501, 1.262131], [5.598902, 0.756328, 0.776121], [-3.861208, 2.283713, 1.734841], [3.464481, -0.614569, -2.152580], [-7.943662, -0.586288, 0.074665], [3.378220, -3.872227, 0.840599], [-2.006108, -1.582029, -0.379449], [-0.998772, -5.542578, -0.770905], [-2.275350, -4.320424, -0.907694], [1.667374, 3.424689, -2.209502], [-1.844225, -0.247312, -0.038308], [-6.998516, 0.120604, 1.409364], [-1.098194, -4.505757, -2.201904], [1.591154, -3.168685, 2.147387], [-0.525974, 0.173448, -0.074326], [-6.482200, 0.459533, -1.498023], [-0.359864, -3.525545, -0.453239], [-5.159157, 1.390626, -0.083130], [6.993271, 2.271200, 1.340302], [-4.185885, -0.106958, -1.265837], [2.126638, -2.938069, -1.526363], [1.820085, 3.629599, 0.131951], [0.846203, -1.480899, 1.094918], [3.344340, 2.831637, -2.331941], [5.991068, 2.065695, 0.995791], [-2.802127, 1.458731, 1.399890], [0.796963, -4.894325, 0.610812], [4.090959, -1.623761, 2.238175], [-3.769862, 2.952412, 2.577125], [3.010184, 4.805117, 0.768354], [-6.446393, 1.365150, -0.873470], [-2.926120, 0.604247, 0.313429], [2.937576, -2.925636, 0.520865], [-0.672479, -2.041161, -1.934702], [-7.821998, 0.300523, 0.708934], [1.529021, -0.724766, 1.484898], [-8.740338, 0.477549, 1.264834], [3.077779, 4.567844, -1.215149], [5.424081, 4.128408, 0.931105], [4.310621, 0.508003, 0.332284], [1.149821, -0.827672, -0.964794], [-3.045889, -2.180221, -0.340487], [-1.887212, 1.480687, 1.970253], [2.718334, 3.729854, -2.286447], [5.109094, 3.108117, 0.771712], [0.606292, -3.852564, 0.396970], [-4.098766, 0.566948, -0.427578], [-6.489912, 2.242325, -1.528362], [3.045865, -2.720650, -0.985026], [2.856821, 3.989633, 0.056786], [-1.230662, -4.540860, -1.120589], [0.329629, -1.057912, -0.287104], [2.405148, 1.338134, -0.199832], [-0.642335, -2.096905, -0.837416], [2.861574, 4.315356, -3.192574], [3.873480, -0.827072, 0.095501], [-0.145647, 1.303575, 0.075571], [3.414595, 1.545515, 0.123466], [3.833915, -3.342191, -1.416059], [3.719845, -1.761310, 1.104962], [-5.032249, 2.251517, 1.000356], [3.460498, -1.271881, -1.146282], [1.493705, -2.869048, 1.097379]], "atomic_forces_ev_per_a": [[-0.0030, 0.2073, -0.0817], [-0.1113, 0.0297, -0.0630], [0.0520, -0.0812, 0.0179], [0.0355, 0.0305, 0.0465], [-0.0824, 0.0614, 0.0529], [-0.1524, -0.0832, -0.0837], [-0.0365, 0.0161, 0.0042], [-0.0592, 0.0635, -0.0814], [-0.0041, 0.0116, 0.0224], [0.0383, 0.1145, 0.0084], [0.2051, -0.2831, -0.1098], [0.0279, -0.1108, -0.0062], [-0.0426, -0.0591, -0.0556], [0.0014, -0.0151, -0.0185], [-0.3741, 0.3025, 0.0994], [-0.0518, -0.0175, -0.0038], [-0.0160, -0.0103, -0.1214], [-0.0038, 0.0356, -0.0976], [0.4493, -0.1975, -0.3174], [0.0262, 0.0995, 0.0248], [-0.1557, -0.0530, -0.0310], [-0.0198, -0.0651, 0.0475], [0.0841, 0.0155, 0.0355], [-0.0258, -0.0904, -0.0504], [0.0406, 0.0707, -0.0464], [0.0805, 0.0484, 0.0303], [0.1288, -0.1122, -0.0234], [-0.0394, 0.0188, -0.0383], [0.0720, 0.0393, 0.0112], [0.0455, -0.1582, -0.0881], [-0.0436, -0.2315, -0.0425], [-0.0224, 0.0244, 0.1434], [0.0157, 0.0610, 0.0738], [-0.0701, -0.1236, -0.0052], [-0.0212, 0.0890, -0.1886], [-0.2298, 0.2569, 0.1400], [-0.0749, -0.1833, 0.1386], [0.0111, 0.0328, 0.0505], [0.0045, -0.1136, 0.0907], [-0.0825, 0.0623, 0.0400], [0.0206, -0.0820, 0.0300], [0.0682, 0.2182, 0.1065], [0.0409, 0.1257, 0.0288], [0.1097, 0.2718, 0.0584], [-0.1629, 0.0875, -0.0307], [-0.1339, -0.0435, 0.0113], [0.0773, 0.0009, 0.0317], [0.0119, -0.0802, -0.0945], [-0.0786, -0.0512, -0.0099], [0.0981, 0.1513, 0.1188], [0.0101, 0.1231, 0.0449], [0.0164, -0.1589, 0.0059], [0.0111, -0.0205, -0.0308], [-0.0007, 0.0285, 0.0299], [-0.0284, -0.0698, 0.0930], [0.0526, 0.0501, 0.1104], [-0.1472, -0.0348, -0.0452], [0.1226, -0.0417, 0.0485], [-0.0293, -0.0760, -0.0345], [0.2145, 0.5063, 0.0983], [0.0638, 0.1498, 0.0865], [0.1672, -0.0368, 0.1171], [-0.0196, 0.0452, -0.0265], [-0.0321, -0.4963, 0.0529], [-0.0155, -0.0234, -0.0645], [0.0034, -0.3828, -0.3160], [-0.0369, 0.1368, 0.0559]], "nbo_charge": [-0.531, 0.042, 0.223, 0.220, 0.224, -0.189, -0.200, -0.561, 0.166, 0.242, 0.718, 0.216, 0.251, 0.166, -0.495, 0.173, 0.213, 0.238, 0.730, 0.170, 0.037, 0.040, 0.217, 0.226, 0.245, 0.182, -0.404, 0.178, -0.206, -0.199, 0.210, -0.556, 0.218, 0.194, -0.097, 0.133, -0.317, 0.245, -0.256, 0.236, 0.195, -0.531, 0.214, 0.123, 0.245, -0.560, 0.227, -0.258, -0.206, -0.197, -0.236, 0.202, -0.513, -0.102, -0.647, -0.329, 0.233, -0.323, 0.193, -0.509, -0.566, -0.231, 0.251, 0.724, -0.222, 0.709, -0.226], "gap_ev": 9.77, "smiles": "COCc1cccc(N2C(=O)[C@@H]3C(C)=C[C@@H]([C@H]4CC(=O)N(c5cccc(COC)c5)C4=O)C[C@@H]3C2=O)c1", "de_lowest_kcal_mol": 1.0}



For reference, HOMO energy by record: -0.299, -0.341 Ha.
For reference, energy by record: -4563.14371, -1684.09689 Eh.
For reference, E_LUMO by record: -1.97, 0.49 eV.